ORCA calculation (ωB97M-V with the def2-TZVPD basis set) on a single C12H14ClN molecule in a non-equilibrium geometry.

XYZ file:
```
28
Properties=species:S:1:pos:R:3:mulliken_charge:R:1
C 1.000 -2.973 -1.575 -0.5988
C 2.238 -2.734 -0.979 -0.7315
C 0.102 -2.033 -1.852 -1.1431
C 2.440 -1.497 -0.444 -0.3697
C 0.258 -0.677 -1.266 0.8270
C 1.542 -0.493 -0.507 0.4654
C -0.960 0.382 1.194 -0.7109
C -2.159 0.551 0.357 -0.7907
C -0.072 1.642 1.171 -0.8211
C -1.648 1.099 -0.970 -0.7654
C 1.058 1.719 0.377 -0.4890
C -0.667 0.236 -1.723 0.1487
N 1.891 0.716 0.088 0.0205
Cl -1.367 -0.079 -3.356 -0.2559
H 0.744 -3.953 -2.166 0.1922
H 2.931 -3.506 -1.011 0.4553
H -0.753 -2.152 -2.476 0.4589
H 3.462 -1.329 0.014 0.2899
H -1.265 0.507 2.252 0.3943
H -0.342 -0.541 1.075 0.4781
H -2.679 -0.337 0.318 0.3825
H -2.865 1.286 0.917 0.3158
H -0.630 2.546 0.956 0.4139
H 0.281 1.938 2.173 0.5073
H -2.609 1.351 -1.510 0.4404
H -1.163 2.061 -0.716 0.3659
H 1.415 2.819 0.431 0.1853
H 2.854 0.951 -0.164 0.3347
```

## Properties
* Kohn-Sham gap (alpha / beta): 0.26736 / 0.21895 Ha
* DFT total energy: -980.425021 hartree
* strongest force on any atom: 0.0893 Eh/bohr
* energy above the lowest of the compared OMol25 structures with the same formula, charge and spin: 387.6 kJ/mol



ORCA calculation (ωB97M-V with the def2-TZVPD basis set) on 2 unconnected molecules or ions with the total composition C12H14ClP in a non-equilibrium geometry.

XYZ file:
```
28
Properties=species:S:1:pos:R:3:mulliken_charge:R:1
C -0.815 0.448 -0.830 0.1296
C 0.206 0.700 -0.064 -0.2411
C -1.582 2.555 -4.439 -0.0582
C -2.553 1.751 -3.951 -0.8768
C -0.328 2.832 -3.747 -0.6229
C -2.202 0.998 -2.858 -0.1670
C -0.112 2.194 -2.517 -0.4420
C -1.029 1.170 -2.112 0.8900
C 1.148 -3.172 2.113 -1.2079
C 2.679 -1.633 3.438 -0.9013
C 0.157 -1.404 3.649 -0.9927
C 1.413 -2.056 3.137 0.8049
P 1.474 0.880 0.924 -0.1522
Cl 0.745 1.887 2.583 -0.2286
H -1.708 3.061 -5.482 0.2233
H -3.339 1.732 -4.648 0.3815
H 0.379 3.489 -4.231 0.3780
H -2.797 0.133 -2.564 0.2425
H 0.774 2.267 -1.933 0.3065
H 0.511 -2.948 1.314 0.3310
H 2.218 -3.601 1.878 0.2690
H 0.767 -3.961 2.694 0.3708
H 2.681 -0.963 4.337 0.2285
H -1.511 -0.432 -0.899 0.2327
H 3.591 -1.932 2.956 0.3253
H -0.434 -2.203 4.172 0.3236
H 0.121 -0.579 4.396 0.3131
H -0.454 -1.213 2.684 0.1404
```

## Properties
* Kohn-Sham gap: 0.30930 Ha
* DFT total energy: -1267.081926 hartree
* strongest force on any atom: 0.0918 Eh/bohr
* energy above the lowest of the compared OMol25 structures with the same formula, charge and spin: 27.6 kJ/mol